116
Properties=species:S:1:pos:R:3 method="wB97M-V/def2-TZVPD" orbital_gap_ev=5.073 total_charge=-1 energy_ev=-76875.0970
Hf -2.309 2.854 -1.240
S -3.584 1.279 -4.274
O -2.565 0.622 -5.090
O 4.211 2.028 -1.611
O -4.020 -4.031 -0.453
O -0.817 -3.323 5.804
O 1.972 3.258 -4.929
O 0.066 5.246 2.146
O -0.767 1.135 -1.262
O -0.722 -0.916 -3.606
O 2.257 -0.872 -3.799
O -3.031 1.561 -2.862
O -1.633 3.284 0.794
O 2.696 1.819 3.919
O -0.237 3.999 -1.291
O -4.777 0.470 -4.079
O 3.775 -1.655 1.586
O -3.663 1.323 -0.154
O -4.020 2.550 -4.885
N -2.476 -4.238 -3.339
N 6.233 1.073 4.700
N 1.041 -3.106 2.674
N -0.250 4.138 -6.639
C 0.522 -0.836 -0.369
C -2.625 -0.312 1.432
C 1.139 2.784 -3.911
C 0.453 0.646 -0.738
C 0.254 2.755 -6.655
C 4.316 -0.291 4.970
C -2.067 -4.547 -1.955
C -0.539 -3.569 4.435
C 0.074 2.248 -8.075
C 0.631 -2.729 4.012
C -4.424 1.281 2.172
C 0.961 1.395 0.494
C 4.902 0.890 4.141
C -0.549 -4.438 -1.959
C -4.118 -5.324 0.072
C -2.763 -3.615 -0.968
C -2.039 -3.819 6.277
C 4.053 2.142 4.222
C 1.742 2.850 4.046
C 1.731 2.807 -6.253
C 0.335 -1.223 4.025
C -3.804 0.524 1.001
H 1.270 -2.291 2.123
H -2.931 -1.127 2.092
H 0.888 1.726 -4.064
H 6.297 0.878 5.687
H -4.866 -5.393 0.862
H 1.701 3.020 5.129
H -3.169 -5.755 0.409
H -1.333 -0.242 -3.980
H -5.255 1.921 1.881
H 1.970 1.195 0.858
H -0.423 -4.657 4.339
H 4.953 0.671 3.070
H -0.605 -0.949 3.536
H -3.457 -4.487 -3.402
H 1.184 -0.730 3.553
H 2.555 -0.324 -3.067
H 0.782 2.464 3.702
H -0.103 -4.585 -0.966
H -0.326 2.145 -5.956
H 0.041 4.742 -1.843
H -1.240 2.590 1.330
H 0.118 -0.902 5.047
H -2.053 -3.507 7.322
H 0.179 3.310 -3.847
H -2.970 -3.544 5.775
H 4.116 0.025 5.996
H -0.181 4.507 -5.700
H 0.339 4.022 -0.516
H -1.217 4.159 -6.938
H -0.996 2.170 -8.275
H 4.451 3.007 3.677
H 0.482 1.245 -8.224
H -2.332 -5.577 -1.712
H 0.018 -1.039 0.578
H 4.248 2.686 -2.314
H 3.894 2.471 5.264
H -3.638 1.934 2.571
H -2.108 -3.391 -0.108
H -4.739 0.572 2.941
H 0.142 -1.578 -1.074
H 1.222 0.816 -1.508
H -0.098 -3.514 -2.326
H 3.436 -0.618 4.418
H -4.470 -6.005 -0.717
H -2.954 -2.626 -1.386
H 1.288 -0.898 -3.712
H 0.904 2.486 0.449
H 0.441 -3.635 2.055
H -0.367 4.667 1.496
H 6.682 1.965 4.533
H -0.098 -5.220 -2.573
H 1.440 -2.867 4.737
H -2.000 -4.917 6.329
H 2.291 3.547 -6.830
H -0.239 4.914 2.995
H -1.428 -3.288 3.850
H -1.921 0.282 2.025
H 0.529 2.866 -8.850
H 3.167 -1.721 0.844
H 4.036 2.536 -0.813
H -2.145 -0.737 0.553
H 2.221 1.837 -6.407
H 0.238 1.139 1.279
H -4.621 -0.092 0.596
H 1.581 -1.087 -0.273
H 3.978 -0.717 1.656
H -2.349 -3.254 -3.550
H 1.972 3.706 3.407
H -0.596 -0.630 -2.696
H 1.657 2.737 -2.951
H 4.950 -1.170 5.084


44
Properties=species:S:1:pos:R:3 method="wB97M-V/def2-TZVPD" orbital_gap_ev=8.975 de_lowest_kcal_mol=8.7 smiles="O=C(NC1CCN(Cc2ccccc2)CC1)c1c(Cl)cccc1Cl" energy_ev=-50100.8838
Cl -4.014 2.334 0.676
Cl -3.981 -3.005 0.092
O -2.593 -0.822 2.088
N -1.802 0.061 0.157
N 1.869 1.464 -0.882
C 4.963 -2.024 1.065
C 4.416 0.309 0.953
C -0.415 0.165 0.564
C 4.923 -0.772 1.653
C 4.506 -2.186 -0.232
C -2.773 -0.396 0.970
C 3.306 1.321 -1.070
C 1.046 0.418 -1.467
C 3.996 -1.104 -0.928
C -4.145 -0.335 0.340
C -6.089 -1.455 -0.566
C -4.812 0.877 0.198
C -6.731 -0.236 -0.687
C -4.802 -1.497 -0.051
C -6.099 0.937 -0.310
C 0.502 -0.565 -0.430
C 1.498 1.784 0.487
C 3.933 0.155 -0.342
C -0.005 1.642 0.677
H 3.485 1.231 -2.145
H 4.549 -3.156 -0.704
H 1.625 -0.115 -2.222
H -6.575 -2.370 -0.863
H 1.338 -1.020 0.103
H -0.517 2.228 -0.090
H -0.362 -0.318 1.544
H 0.205 0.899 -1.985
H 3.652 -1.242 -1.944
H 4.409 1.287 1.412
H -0.299 2.037 1.649
H -2.047 0.437 -0.746
H 5.290 -0.635 2.660
H 2.004 1.137 1.222
H -7.735 -0.197 -1.081
H 3.762 2.255 -0.726
H -6.596 1.889 -0.404
H -0.054 -1.366 -0.922
H 5.359 -2.868 1.610
H 1.807 2.818 0.680


17
Properties=species:S:1:pos:R:3 method="wB97M-V/def2-TZVPD" orbital_gap_ev=9.672 de_lowest_kcal_mol=74.7 energy_ev=-10809.2241
O 0.170 -1.170 1.836
N -1.129 -1.573 -0.961
N 0.267 0.789 0.559
N 1.597 0.995 0.959
C 0.150 -2.172 -1.215
C -0.422 1.927 -0.023
C -0.354 -0.388 1.089
C -1.309 -0.709 -0.067
H 2.087 1.620 0.303
H 0.989 -1.752 -0.647
H 1.632 1.430 1.887
H 0.137 2.289 -0.905
H 0.071 -3.242 -0.983
H -1.410 1.637 -0.343
H -2.329 -0.356 0.089
H 0.363 -2.078 -2.281
H -0.511 2.752 0.703


Copy entry 2 word for word.
44
Properties=species:S:1:pos:R:3 method="wB97M-V/def2-TZVPD" orbital_gap_ev=8.975 de_lowest_kcal_mol=8.7 smiles="O=C(NC1CCN(Cc2ccccc2)CC1)c1c(Cl)cccc1Cl" energy_ev=-50100.8838
Cl -4.014 2.334 0.676
Cl -3.981 -3.005 0.092
O -2.593 -0.822 2.088
N -1.802 0.061 0.157
N 1.869 1.464 -0.882
C 4.963 -2.024 1.065
C 4.416 0.309 0.953
C -0.415 0.165 0.564
C 4.923 -0.772 1.653
C 4.506 -2.186 -0.232
C -2.773 -0.396 0.970
C 3.306 1.321 -1.070
C 1.046 0.418 -1.467
C 3.996 -1.104 -0.928
C -4.145 -0.335 0.340
C -6.089 -1.455 -0.566
C -4.812 0.877 0.198
C -6.731 -0.236 -0.687
C -4.802 -1.497 -0.051
C -6.099 0.937 -0.310
C 0.502 -0.565 -0.430
C 1.498 1.784 0.487
C 3.933 0.155 -0.342
C -0.005 1.642 0.677
H 3.485 1.231 -2.145
H 4.549 -3.156 -0.704
H 1.625 -0.115 -2.222
H -6.575 -2.370 -0.863
H 1.338 -1.020 0.103
H -0.517 2.228 -0.090
H -0.362 -0.318 1.544
H 0.205 0.899 -1.985
H 3.652 -1.242 -1.944
H 4.409 1.287 1.412
H -0.299 2.037 1.649
H -2.047 0.437 -0.746
H 5.290 -0.635 2.660
H 2.004 1.137 1.222
H -7.735 -0.197 -1.081
H 3.762 2.255 -0.726
H -6.596 1.889 -0.404
H -0.054 -1.366 -0.922
H 5.359 -2.868 1.610
H 1.807 2.818 0.680